{"formula": "C33H88F3N8O12SV", "method": "ωB97M-V/def2-TZVPD", "species": ["O", "V", "C", "F", "F", "F", "S", "O", "O", "O", "C", "C", "C", "O", "C", "N", "H", "H", "H", "H", "H", "H", "H", "H", "H", "H", "H", "C", "C", "C", "O", "C", "N", "H", "H", "H", "H", "H", "H", "H", "H", "H", "H", "H", "C", "C", "C", "O", "C", "N", "H", "H", "H", "H", "H", "H", "H", "H", "H", "H", "H", "C", "C", "C", "O", "C", "N", "H", "H", "H", "H", "H", "H", "H", "H", "H", "H", "H", "C", "C", "C", "O", "C", "N", "H", "H", "H", "H", "H", "H", "H", "H", "H", "H", "H", "C", "C", "C", "O", "C", "N", "H", "H", "H", "H", "H", "H", "H", "H", "H", "H", "H", "C", "C", "C", "O", "C", "N", "H", "H", "H", "H", "H", "H", "H", "H", "H", "H", "H", "C", "C", "C", "O", "C", "N", "H", "H", "H", "H", "H", "H", "H", "H", "H", "H", "H"], "xyz": [[-0.405906, 1.608983, -4.446659], [-0.559311, 0.012942, -4.585154], [-0.949900, 0.808947, -0.037949], [-2.130784, 1.093907, -0.535023], [-0.153953, 1.859730, -0.097370], [-1.053942, 0.371390, 1.194537], [-0.102871, -0.559479, -1.050282], [-0.901633, -1.777041, -0.992159], [-0.061819, -0.079338, -2.455313], [1.213201, -0.720343, -0.492602], [-0.322040, 5.481036, 6.335709], [0.873187, 4.844080, 5.596010], [0.555353, 3.477317, 4.990447], [-0.425090, 3.515686, 3.973840], [-0.637908, 2.236955, 3.380962], [1.418417, 5.807144, 4.637613], [-1.031351, 5.768201, 5.559123], [-0.003631, 6.331270, 6.935339], [-0.719774, 4.765925, 7.056668], [1.565380, 4.581181, 6.404414], [0.385957, 2.764421, 5.805852], [1.481733, 3.134956, 4.501204], [0.192714, 2.132055, 2.676331], [-1.542627, 2.310897, 2.778797], [-0.728969, 1.430622, 4.106642], [2.196956, 5.339100, 4.185080], [0.649148, 5.945025, 3.987131], [-1.177948, 5.686106, 1.181915], [-2.609683, 5.377488, 0.785734], [-2.657492, 4.537861, -0.504543], [-3.946725, 3.985154, -0.785699], [-4.927904, 4.935777, -1.200930], [-3.271565, 4.636210, 1.859376], [-0.569345, 6.001716, 0.327370], [-0.705257, 4.769275, 1.547576], [-1.011802, 6.469919, 1.919504], [-3.098055, 6.296853, 0.443148], [-2.113062, 3.596106, -0.343229], [-2.264242, 5.006232, -1.414933], [-5.956417, 4.605562, -1.086903], [-4.747599, 5.192659, -2.250400], [-4.813604, 5.895123, -0.692685], [-4.052885, 4.181647, 1.387402], [-2.703135, 3.826154, 2.102736], [-6.788606, 0.487797, 1.454706], [-5.331414, 0.842786, 1.264984], [-4.441455, -0.385324, 1.428559], [-4.316835, -0.736636, 2.791027], [-3.492753, -1.877454, 2.926122], [-5.128931, 1.333766, -0.100037], [-7.115326, -0.414470, 0.926131], [-7.476770, 1.282979, 1.167072], [-7.079381, 0.182244, 2.464851], [-5.032060, 1.605430, 1.990953], [-3.447822, -0.226092, 0.996358], [-4.870270, -1.218965, 0.857194], [-3.919858, -2.786096, 2.495167], [-3.276051, -2.049758, 3.978567], [-2.523355, -1.691401, 2.448650], [-4.174018, 1.204407, -0.423435], [-5.194835, 2.321271, -0.317385], [3.925743, 1.342966, -1.205646], [3.143853, 2.647170, -1.263607], [3.502165, 3.650030, -0.156691], [2.498697, 4.636729, -0.073853], [2.526744, 5.358441, 1.139874], [3.530719, 3.199460, -2.575577], [3.641314, 0.725585, -2.060630], [3.677651, 0.682351, -0.367785], [5.018340, 1.336673, -1.179706], [2.081282, 2.420431, -1.170223], [4.458526, 4.089931, -0.460482], [3.612164, 3.133497, 0.803305], [3.486076, 5.884831, 1.195869], [2.476275, 4.719768, 2.029802], [1.680508, 6.038736, 1.141810], [4.543782, 3.152338, -2.599579], [3.304670, 4.178851, -2.710534], [-1.066145, -5.749089, -1.375299], [-0.968289, -5.339673, 0.092253], [0.474424, -5.063861, 0.518353], [1.280015, -6.235402, 0.436418], [2.546241, -5.917838, -0.125870], [-1.749635, -4.143759, 0.327482], [-2.109805, -5.925007, -1.635087], [-0.408553, -6.579330, -1.627577], [-0.717697, -4.938318, -2.031938], [-1.274644, -6.165625, 0.742934], [0.489515, -4.631210, 1.522864], [0.756706, -4.240873, -0.156109], [3.055596, -6.868758, -0.271149], [3.147483, -5.227858, 0.479990], [2.398689, -5.353981, -1.055001], [-1.554065, -3.687124, 1.212576], [-1.494347, -3.412146, -0.337339], [5.417252, -2.762900, 2.548929], [3.957920, -2.557363, 2.197878], [3.268950, -1.466956, 3.023626], [3.298560, -1.840555, 4.398226], [3.751024, -0.840050, 5.289833], [3.788502, -2.269523, 0.764820], [5.949950, -1.814207, 2.497572], [5.853395, -3.509205, 1.883578], [5.443594, -3.279330, 3.509550], [3.397617, -3.475189, 2.399715], [2.186722, -1.381186, 2.843798], [3.637769, -0.446347, 2.852462], [3.136072, 0.065278, 5.250947], [4.788266, -0.560536, 5.086180], [3.676329, -1.255687, 6.292258], [4.215444, -1.358886, 0.613472], [2.801872, -2.175505, 0.545901], [4.885270, -5.019574, -5.631999], [3.384656, -5.236259, -5.395841], [2.901391, -4.660880, -4.081149], [3.003079, -3.234229, -4.123481], [2.910662, -2.605770, -2.853594], [2.729920, -4.629837, -6.573880], [5.643843, -5.559035, -5.060292], [5.118313, -3.954307, -5.621419], [5.170396, -5.325513, -6.645751], [3.119352, -6.296466, -5.503977], [3.557217, -4.950473, -3.260710], [1.863639, -4.988311, -3.938451], [1.834689, -2.524533, -2.667025], [3.390362, -1.627447, -2.856264], [3.410771, -3.115726, -2.025317], [1.746356, -4.796951, -6.374461], [3.081907, -5.050476, -7.418476], [-3.291039, -3.247326, -3.190607], [-2.911135, -1.948927, -3.882246], [-3.414624, -0.689358, -3.242921], [-2.686014, 0.449769, -3.746379], [-3.300228, 1.682362, -3.323164], [-1.426566, -1.911294, -4.044521], [-3.076850, -3.212977, -2.115061], [-2.772607, -4.143700, -3.528472], [-4.364178, -3.446040, -3.182356], [-3.274005, -1.927747, -4.915576], [-3.377320, -0.714414, -2.147961], [-4.478314, -0.529142, -3.433685], [-2.717987, 2.473463, -3.789023], [-3.303562, 1.735532, -2.238778], [-4.331283, 1.811129, -3.657189], [-1.054795, -2.291985, -3.158372], [-1.018591, -2.663275, -4.612341]], "forces_ev_per_a": [[-0.2, -3.7, -1.2], [-0.9, 4.3, 5.0], [1.7, -1.3, -0.8], [-0.4, 0.2, -0.2], [-0.2, 0.4, 0.1], [-0.2, 0.0, 0.2], [0.9, -2.2, 0.4], [-0.5, 1.2, -0.2], [0.0, 1.1, -2.0], [-0.6, 0.9, -0.1], [0.6, -0.5, -0.5], [-0.7, 0.0, 1.0], [1.0, 0.1, -0.5], [-0.8, -0.2, 0.9], [0.4, 1.4, -0.5], [-0.2, -0.6, 0.7], [-0.4, 0.1, 0.4], [0.1, 0.2, -0.3], [-0.4, -0.1, -0.3], [0.6, 0.3, -0.4], [-0.6, -0.1, -0.1], [0.2, -0.1, 0.1], [0.1, -0.8, 0.1], [-0.1, -0.1, 0.2], [0.1, -0.1, 0.0], [-0.1, 0.3, -0.4], [0.4, 0.1, -0.4], [0.8, -0.2, -0.6], [0.5, -0.2, -0.8], [0.4, -1.5, 0.0], [-1.0, 0.4, 0.1], [0.8, 0.9, -0.6], [-0.7, 0.1, -0.6], [-0.2, -0.1, -0.2], [0.0, 0.0, 0.1], [-0.6, -0.1, 0.2], [-0.4, 0.2, 1.1], [0.5, 0.4, 0.0], [0.0, 0.4, 0.2], [0.2, -0.5, 0.2], [-0.2, -0.2, -0.2], [-0.1, -0.1, 0.4], [-0.4, 0.2, 0.4], [0.3, 0.4, 0.2], [-1.2, -0.7, 0.6], [0.1, 0.2, -0.3], [-0.2, -0.1, 0.2], [0.0, -0.2, -0.2], [0.4, 0.1, 0.2], [0.7, -0.2, -1.5], [0.5, 0.2, -0.6], [0.2, 0.2, -0.1], [0.5, 0.5, 0.3], [0.0, -0.1, 0.2], [0.1, 0.2, 0.1], [-0.1, -0.1, 0.0], [-0.2, 0.1, -0.1], [-0.3, 0.1, 0.1], [0.1, 0.0, -0.2], [-0.2, -0.5, 0.5], [-0.7, 0.1, 0.9], [-0.3, -1.6, 0.7], [1.3, 0.5, -0.1], [-0.1, -0.7, -0.1], [-0.4, -0.3, 0.0], [0.7, 0.0, -0.2], [-0.4, 0.0, -0.4], [0.1, 0.2, -0.2], [-0.3, 0.4, 0.2], [0.0, 0.9, -0.2], [-0.1, 0.1, -0.4], [0.2, 0.1, 0.4], [0.0, 0.0, 0.1], [-0.2, 0.4, 0.2], [-0.2, -0.2, -0.2], [0.1, 0.1, 0.0], [0.0, 0.0, -0.2], [-0.3, 0.0, 0.3], [0.1, 0.5, 0.0], [0.9, -0.3, 0.6], [-0.4, 0.0, -0.5], [0.0, 1.2, -0.3], [-0.2, 0.1, 0.0], [-0.7, 0.6, -0.4], [0.1, -0.3, 0.0], [-0.3, -0.3, 0.2], [0.0, 0.3, 0.2], [-0.6, 0.0, -0.2], [0.0, -0.2, 0.2], [0.8, -0.2, -0.1], [0.2, 0.2, -0.2], [-0.1, -0.3, 0.4], [0.1, -0.4, -0.3], [0.0, -0.5, 0.3], [-0.1, -0.6, 0.2], [-0.6, -0.8, 0.0], [-0.9, 0.3, -0.5], [-0.8, -0.2, 1.0], [0.5, 0.3, 0.3], [-0.1, -0.2, -0.1], [0.3, 0.0, 0.1], [0.3, -0.1, 0.3], [0.0, 0.3, -0.4], [0.3, 0.7, 0.3], [0.1, -0.1, 0.1], [0.1, -0.3, -0.8], [0.6, -0.2, 0.0], [-0.1, 0.0, -0.1], [0.1, 0.0, 0.0], [0.1, 0.0, 0.0], [-0.1, 0.0, -0.4], [0.0, 0.2, 0.0], [0.7, 0.0, -0.7], [1.5, -0.4, -1.4], [0.2, 0.9, -0.3], [0.4, 0.0, -0.2], [-0.4, -0.2, -0.2], [-0.6, 1.0, 1.6], [-0.6, 0.0, 0.7], [-0.1, 0.0, 0.3], [-0.4, 0.0, -0.1], [0.4, -0.1, 1.0], [-0.2, -0.7, 0.1], [-0.1, 0.1, 0.4], [0.0, 0.3, 0.7], [-0.2, 0.1, -0.5], [-0.1, -0.5, -0.1], [0.0, 0.0, -1.1], [-0.4, -0.3, -0.1], [-0.7, 0.0, 1.3], [0.1, -1.0, -1.6], [-0.3, 0.4, 1.0], [0.2, -1.1, -0.8], [0.3, 0.7, -0.1], [1.4, -0.4, 0.6], [0.3, 0.3, -0.1], [0.0, 0.2, -0.5], [0.0, 0.1, -0.5], [-0.2, -0.2, 0.0], [0.6, 0.0, 0.0], [0.0, -0.2, -0.4], [0.1, 0.1, 0.3], [0.2, 0.2, -0.1], [0.0, -0.6, -0.3], [0.1, 1.1, 0.4], [-1.0, 0.0, -0.7]], "largest_force_ev_per_a": 6.63, "lumo_ev": [-6.83, -6.27], "relative_energy_ev": 3.344, "energy_ha": -4292.3553, "spin_multiplicity": 2, "total_charge": 1}